Entry 1:
The following is a quantum chemistry calculation of a 3-piece molecular cluster, C13H24NO8S2 overall, from the OMol25 dataset.

- HOMO level: -12.130 eV
- DFT total energy: -53401.00262 eV
- Total charge: +1

XYZ file:
```
48
Properties=species:S:1:pos:R:3:lowdin_charge:R:1
O 1.46564 -0.31803 -0.28100 0.096
C 2.46692 -0.19803 -0.90336 -0.210
C 2.52382 0.66711 -2.16714 -0.032
C 3.67605 1.61919 -2.04071 -0.137
C 4.97266 1.15168 -1.84463 0.034
C 6.02346 2.03763 -1.68895 0.022
C 5.76680 3.40297 -1.75016 0.011
C 4.47904 3.83413 -1.95004 0.044
N 3.47230 2.94831 -2.08032 -0.054
O 2.20471 3.46175 -2.22979 0.107
H 3.38075 -0.69061 -0.53587 0.136
H 1.57671 1.19214 -2.20227 0.121
H 2.62331 0.06095 -3.06617 0.149
H 5.13151 0.08722 -1.82145 0.134
H 7.01242 1.64576 -1.51295 0.135
H 6.57142 4.10818 -1.62340 0.133
H 4.22887 4.88206 -1.98102 0.158
H 2.04650 3.50131 -3.18796 0.160
O -2.53179 -5.33440 1.71674 -0.267
S -2.13088 -5.36712 0.34527 0.569
O -0.84311 -5.87114 -0.02186 -0.279
O -2.31127 -3.91017 -0.27407 -0.264
C -1.66523 -2.81215 0.40348 -0.241
C -0.16498 -2.79170 0.18432 -0.079
C -3.35993 -6.17637 -0.61883 -0.121
H -1.90914 -2.83884 1.46638 0.120
H -2.11707 -1.91220 -0.00977 0.118
H 0.30978 -3.65613 0.64787 0.076
H 0.26235 -1.90069 0.62220 0.048
H 0.06990 -2.82097 -0.88131 0.083
H -4.33405 -5.77080 -0.36076 0.076
H -3.31064 -7.23475 -0.37330 0.079
H -3.13663 -6.02399 -1.67116 0.075
O -2.57508 2.63331 4.08079 -0.268
S -3.29683 1.84332 3.13237 0.573
O -3.00096 0.45299 2.97457 -0.277
O -3.19738 2.55388 1.70534 -0.261
C -1.88085 2.85301 1.21312 -0.256
C -1.15116 1.61234 0.73431 -0.081
C -5.02699 2.04427 3.37022 -0.117
H -1.30903 3.37802 1.98070 0.115
H -2.02813 3.54578 0.38627 0.120
H -0.93966 0.93341 1.55881 0.072
H -0.20178 1.88305 0.26936 0.060
H -1.75827 1.06761 0.01040 0.085
H -5.25072 3.10376 3.45680 0.077
H -5.28302 1.52399 4.29041 0.081
H -5.55031 1.59896 2.52852 0.077
```

Entry 2:
The following is a quantum chemistry calculation of C13H25As2F3GdN7O5S2 as an isolated structure, from the OMol25 dataset.

- Multiplicity: 8
- HOMO level (spin up / spin down): -12.036 / -12.589 eV
- DFT total energy: -206870.57932 eV
- Energy relative to the best compared isomer or geometry (same formula, charge and spin): 44.7 kcal per mole
- Total charge: +2

XYZ file:
```
58
Properties=species:S:1:pos:R:3:lowdin_charge:R:1
Gd -2.77403 -0.64162 -0.75076 1.565
C 3.13024 -1.35555 4.70599 -0.334
As 2.21895 -0.51863 3.11726 1.142
C 2.27538 1.44312 3.58854 -0.322
C 3.70091 -0.27064 1.83454 -0.491
C 4.93265 -0.06453 2.44995 -0.118
C 6.05294 0.18442 1.64326 -0.074
C 5.96297 0.13353 0.28505 -0.067
C 4.66488 0.15275 -0.27551 -0.104
C 3.53211 -0.15761 0.47918 -0.470
As 1.78794 -0.32324 -0.38488 1.193
C 1.47079 1.58770 -1.02585 -0.280
C 2.49942 -0.76210 -2.20629 -0.315
H 3.38532 -0.65330 5.55811 0.045
H 4.07733 -1.90413 4.40001 0.042
H 2.45612 -2.17316 5.03121 0.005
H 1.22792 1.84819 3.60716 -0.012
H 2.69240 2.12497 2.78840 0.042
H 2.78121 1.59797 4.59726 0.043
H 5.02164 0.01813 3.51426 0.087
H 7.06531 0.15704 2.09339 0.126
H 6.83928 0.07162 -0.36993 0.121
H 4.62586 0.25824 -1.36000 0.092
H 2.35409 2.17374 -1.20850 0.027
H 0.86217 2.10976 -0.33190 -0.021
H 0.93906 1.53096 -2.01354 0.033
H 1.61773 -1.25699 -2.66118 0.000
H 3.27437 -1.50675 -2.03958 0.026
H 2.71074 0.16804 -2.77821 0.043
N -5.11322 0.92904 -0.26695 0.036
N -5.10542 1.59655 1.01121 0.045
C -3.99130 1.61517 1.68697 -0.431
N -3.82654 2.21163 2.82093 0.258
N -3.00639 1.02965 0.95515 -0.015
N -1.77899 0.81452 1.59172 -0.332
O -1.38927 1.30991 2.62359 0.131
O -0.99621 0.06257 0.83878 -0.222
H -4.65563 1.56938 -0.92655 0.106
H -6.04134 0.79244 -0.60943 0.114
H -5.94964 2.12539 1.34821 0.214
H -4.68727 2.27394 3.33640 0.150
H -2.95257 1.95614 3.30270 0.126
F -1.37946 1.45603 -5.06850 0.108
C -2.73958 1.46387 -4.81048 -0.502
F -3.02159 2.59766 -4.17524 0.162
F -3.31665 1.52605 -6.05257 0.138
S -3.00695 -0.20833 -3.74962 0.610
O -2.60334 -1.34373 -4.55282 -0.262
O -1.97706 0.08715 -2.68989 -0.519
O -4.24192 -0.41186 -2.92693 -0.423
N -3.64658 -3.35691 -1.80114 0.078
C -2.29374 -3.38477 -1.62727 -0.945
N -1.45258 -3.46868 -2.66658 0.149
S -1.65788 -3.09734 -0.06283 0.651
H -4.10680 -3.35991 -2.74807 0.160
H -4.22211 -3.68575 -1.03962 0.113
H -1.75611 -3.50710 -3.65526 0.145
H -0.46956 -3.56466 -2.37333 0.131
```

Entry 3:
The following is a quantum chemistry calculation of C13H25B2BrF6N5O9PS2 as an isolated structure, from the OMol25 dataset.

- HOMO level: -8.032 eV
- DFT total energy: -158428.12490 eV

XYZ file:
```
64
Properties=species:S:1:pos:R:3:lowdin_charge:R:1
C -0.75104 2.94450 -2.14004 -0.079
C -1.53752 2.09753 -1.13493 -0.237
C -0.77971 1.93809 0.18832 -0.157
C -1.52975 0.98208 1.12242 -0.302
C -2.66665 1.65519 1.90728 -0.007
N -0.57409 0.26955 1.98728 0.178
B 0.43851 1.09670 2.72451 -0.691
O 1.72434 0.64202 2.79163 0.201
O 0.06718 2.33297 3.15171 0.097
C -0.50042 2.55009 4.44543 -0.210
C 0.15042 1.72600 5.53901 -0.060
C -0.51297 -1.05620 2.05422 -0.205
N 0.38981 -1.72684 2.80334 0.187
C 0.20171 -2.99586 2.54053 -0.496
P 1.10733 -4.52451 3.09375 0.537
O 2.62529 -4.01799 2.80599 -0.364
Br 0.99618 -4.21778 5.26622 0.333
N -0.79277 -3.16844 1.68595 0.114
N -1.31870 -1.93845 1.36822 0.202
B -2.48286 -1.96173 0.41046 -0.683
O -3.63277 -1.29688 0.70656 0.208
O -2.26882 -2.76758 -0.64093 0.114
C -3.36009 -3.45855 -1.28802 -0.187
C -4.08704 -4.38944 -0.34411 -0.055
H -1.19321 3.92557 -2.29669 0.073
H -0.67892 2.41186 -3.08452 0.063
H 0.26825 3.07580 -1.77880 0.080
H -1.65702 1.08541 -1.53939 0.106
H -2.53998 2.49060 -0.94130 0.110
H 0.18146 1.48171 -0.06404 0.138
H -0.62499 2.91327 0.64965 0.128
H -2.00087 0.29641 0.42883 0.097
H -3.63171 1.43065 1.45686 0.078
H -2.53704 2.73523 1.93225 0.095
H -2.70629 1.27977 2.92829 0.081
H 1.95218 0.14673 3.58493 0.111
H -1.57876 2.37504 4.42440 0.106
H -0.37284 3.60909 4.66444 0.128
H -0.17969 0.68470 5.52979 0.084
H 1.23650 1.78952 5.48656 0.089
H -0.15002 2.14021 6.50259 0.087
H 2.69685 -3.41788 2.05022 0.071
H -1.14655 -4.02831 1.29695 0.165
H -3.98270 -0.77577 -0.02745 0.138
H -2.91589 -4.02178 -2.10469 0.130
H -4.03727 -2.73428 -1.74289 0.128
H -4.70804 -5.06279 -0.93558 0.091
H -3.37834 -5.01425 0.20195 0.082
H -4.74075 -3.86517 0.35044 0.082
C 2.64399 -1.27220 -4.24991 -0.682
F 1.49659 -1.96416 -4.34533 0.106
F 3.03445 -1.31042 -2.96818 0.112
F 3.56537 -1.89169 -4.98464 0.134
S 2.34936 0.45719 -4.82283 0.563
O 1.36948 0.97111 -3.90259 -0.311
O 1.95222 0.32460 -6.19401 -0.281
N 3.81000 0.97898 -4.57455 -0.307
S 4.20519 2.48619 -4.86049 0.573
O 3.62303 3.43396 -3.95170 -0.295
O 4.26075 2.84168 -6.24772 -0.282
C 5.96510 2.33728 -4.32943 -0.687
F 6.62759 1.45050 -5.07413 0.130
F 6.05932 1.96332 -3.04932 0.123
F 6.55764 3.52785 -4.46280 0.125
```

Entry 4:
The following is a quantum chemistry calculation of a 5-piece molecular cluster, C13H25BCl8F3O3 overall, from the OMol25 dataset.

- HOMO level: -4.019 eV
- DFT total energy: -129038.14065 eV
- Total charge: -1

XYZ file:
```
53
Properties=species:S:1:pos:R:3:lowdin_charge:R:1
C 3.94525 -0.71737 2.16619 -0.140
C 4.66196 0.21278 1.05370 -0.223
C 3.95237 -0.04800 -0.35477 -0.190
C 3.10409 1.20743 -0.90451 -0.263
C 2.37660 0.65584 -2.23748 -0.095
C 1.96752 1.57634 0.14772 -0.291
C 2.17093 2.79786 1.16553 -0.130
O 0.95331 2.60759 1.95751 -0.147
B -0.06486 2.18212 0.94094 -0.751
C -1.04317 0.91634 1.33941 -0.111
O -0.35148 -0.38505 1.30058 -0.021
C -0.75087 -1.16609 0.23743 -0.550
F 0.31318 -2.05657 -0.01971 0.075
F -1.91654 -1.85101 0.62023 0.078
F -0.96857 -0.48848 -0.95182 0.110
O 0.65754 1.89421 -0.33915 -0.045
H 3.62235 -1.71489 1.71715 0.073
H 4.68861 -0.96663 2.98512 0.038
H 3.04106 -0.20137 2.63484 0.060
H 5.78652 0.02376 1.04237 0.095
H 4.52419 1.27640 1.42264 0.085
H 4.65826 -0.44048 -1.15248 0.102
H 3.17385 -0.87397 -0.20249 0.102
H 3.74987 2.07417 -1.23872 0.135
H 1.65367 -0.19402 -2.00546 0.076
H 3.17016 0.18942 -2.92416 0.067
H 1.88639 1.47671 -2.83860 0.076
H 1.95509 0.68225 0.86763 0.133
H 3.10166 2.85041 1.81142 0.108
H 1.93534 3.80506 0.66417 0.130
H -0.75316 3.16300 0.89809 0.059
H -2.03140 0.94225 0.75339 -0.026
H -1.33757 1.08514 2.43966 0.121
C -3.83287 -3.13929 -2.15737 -1.015
Cl -4.54128 -2.57824 -3.67830 0.513
Cl -5.08284 -3.47664 -0.95411 0.500
H -3.26921 -4.05014 -2.34577 0.029
H -3.16956 -2.36796 -1.77071 0.013
C -4.23343 3.53838 0.68858 -0.984
Cl -3.57054 2.05010 -0.02715 0.619
Cl -2.98777 4.71977 1.08762 0.538
H -4.91949 3.99014 -0.02485 0.016
H -4.76998 3.27788 1.59845 0.023
C -6.08562 -4.42171 -6.76846 -1.037
Cl -4.95327 -3.80237 -7.97664 0.493
Cl -7.75943 -4.23619 -7.30800 0.490
H -5.88297 -5.47738 -6.60243 0.027
H -5.95012 -3.86960 -5.83965 -0.022
C 1.74137 -0.22531 5.89204 -1.032
Cl 1.24199 1.25495 5.07433 0.548
Cl 3.48075 -0.48697 5.71038 0.499
H 1.50328 -0.14715 6.95085 0.017
H 1.20882 -1.06743 5.45483 0.026
```

Entry 5:
The following is a quantum chemistry calculation of C13H25BF2IrN6O2PS2 as an isolated structure, from the OMol25 dataset.

- Multiplicity: 2
- HOMO level (spin up / spin down): -10.728 / -10.736 eV
- DFT total energy: -66829.83084 eV
- Energy relative to the best compared isomer or geometry (same formula, charge and spin): 81.5 kcal per mole
- Total charge: +1

XYZ file:
```
53
Properties=species:S:1:pos:R:3:lowdin_charge:R:1
Ir 0.02242 0.21464 0.03464 0.986
S -1.98011 -0.89202 -1.07744 0.758
C -2.40524 0.58944 -1.80982 -1.143
S -1.20021 1.79788 -1.68224 0.741
C -3.61578 0.79989 -2.41809 -0.371
C -4.61420 -0.20859 -2.39059 -0.239
N -5.43033 -1.01929 -2.33939 0.177
C -3.91940 2.03054 -3.05548 -0.233
N -4.16554 3.02946 -3.57232 0.180
C -1.29186 3.92175 3.90472 -0.027
C -0.43161 4.14542 2.64786 -0.577
C 1.05265 4.29470 3.02187 -0.023
C -0.91947 5.37393 1.86731 -0.022
C -0.56485 2.95002 1.82591 -0.096
N -0.66643 1.98406 1.21858 0.073
H -1.20569 4.78853 4.55832 0.098
H -0.95797 3.03852 4.44939 0.087
H -2.33979 3.79199 3.63619 0.096
H 1.16569 5.14333 3.69475 0.099
H 1.65818 4.47455 2.13389 0.095
H 1.42300 3.39999 3.52265 0.090
H -0.81172 6.25732 2.49515 0.099
H -1.96786 5.27287 1.58900 0.097
H -0.33211 5.52121 0.96159 0.095
C 1.21485 -3.47961 1.86526 -0.140
P 0.57727 -3.39990 0.17269 0.595
C -1.15531 -3.91236 0.22067 -0.173
C 1.45500 -4.65211 -0.79076 -0.152
O 0.79079 -2.03326 -0.42958 -0.503
H 1.11342 -4.47524 2.29349 0.067
H 0.66395 -2.75864 2.46940 0.037
H 2.26666 -3.19248 1.84275 0.067
H -1.25341 -4.89204 0.68684 0.068
H -1.54429 -3.95230 -0.79670 0.057
H -1.71923 -3.17166 0.78393 0.017
H 1.35523 -5.62998 -0.32102 0.064
H 2.50803 -4.38119 -0.85474 0.063
H 1.03519 -4.68604 -1.79534 0.064
F 2.98654 -0.40230 1.04114 0.180
B 1.77112 -0.03950 1.41560 -0.665
F 1.63192 -0.04577 2.74900 0.138
N 1.54182 0.29878 -1.75424 0.002
H 1.93118 -0.64001 -1.72968 0.045
H 2.29653 0.96891 -1.66448 0.069
H 1.08321 0.44175 -2.64732 0.042
N -0.97784 -0.69864 3.94864 0.198
C -1.72892 -1.02247 2.87411 -0.631
N -3.00416 -1.40429 3.10532 0.197
O -1.27614 -1.01692 1.71758 -0.179
H -1.33279 -0.73836 4.88664 0.116
H -0.01888 -0.43217 3.80157 0.082
H -3.41903 -1.37932 4.01894 0.114
H -3.59859 -1.59287 2.31698 0.121
```